# 1
Molecular formula: C40H50F30O20
Method: DFT, ωB97M-V/def2-TZVPD

frontier orbital gap	11.17	eV
SMILES	CCOC(=O)C(F)(F)F.CCOC(=O)C(F)(F)F.CCOC(=O)C(F)(F)F.CCOC(=O)C(F)(F)F.CCOC(=O)C(F)(F)F.CCOC(=O)C(F)(F)F.CCOC(=O)C(F)(F)F.CCOC(=O)C(F)(F)F.CCOC(=O)C(F)(F)F.CCOC(=O)C(F)(F)F
ΔE to the lowest compared entry with this formula, charge and spin	2.3501	eV
electronic energy	-6055.09175	hartree
total charge	0
HOMO energy	-10.76	eV

```
140
C40H50F30O20, DFT ωB97M-V/def2-TZVPD
C 9.03729 16.41352 23.47583
C 9.45343 16.90360 22.07302
O 10.86037 17.24128 22.00859
C 11.35240 17.55471 20.80774
O 10.76839 17.53173 19.75088
C 12.80473 17.97847 21.02826
F 13.34168 18.42446 19.91442
F 12.76592 18.97326 21.94452
F 13.51752 16.97864 21.44419
H 9.13969 17.15865 24.26158
H 9.56618 15.49773 23.71249
H 7.98713 16.21988 23.26178
H 8.89387 17.78002 21.75750
H 9.22215 16.09770 21.44624
C 15.55681 28.40405 20.91848
C 14.19387 27.73280 20.72022
O 14.39372 26.80533 19.53187
C 13.96976 25.58498 19.47421
O 13.42938 24.93072 20.37101
C 14.25230 25.02443 18.06887
F 15.58359 25.10960 17.71351
F 13.91919 23.70420 17.98472
F 13.47338 25.64119 17.14576
H 15.35682 29.24783 21.60029
H 15.89896 28.84377 20.00250
H 16.22891 27.69013 21.36513
H 13.38262 28.39419 20.47852
H 13.79318 27.09839 21.52265
C 13.68918 21.96720 20.92717
C 14.92340 22.10723 21.84216
O 15.80222 23.19100 21.36754
C 17.01330 23.18858 21.84806
O 17.54174 22.39762 22.56998
C 17.79544 24.46194 21.18414
F 19.05586 24.36341 21.46548
F 17.62839 24.53809 19.86934
F 17.36800 25.58316 21.73864
H 13.21361 21.07570 21.35096
H 13.90269 21.69107 19.87596
H 13.01864 22.82827 21.01020
H 15.60025 21.24336 21.89807
H 14.66158 22.32862 22.90128
C 12.97198 16.80984 16.05265
C 12.81324 18.10615 16.83795
O 13.17033 19.20762 15.93879
C 13.74223 20.27047 16.48544
O 13.85289 20.48754 17.68578
C 14.32478 21.24691 15.39440
F 15.50456 21.67006 15.81571
F 14.51840 20.65837 14.20081
F 13.55081 22.30603 15.23892
H 13.95431 16.59523 15.69402
H 12.26634 16.71193 15.27462
H 12.72066 16.03091 16.78402
H 13.53510 18.22855 17.63877
H 11.81552 18.18088 17.22069
C 17.51628 9.98815 17.37847
C 16.84133 11.31105 17.74066
O 16.45251 11.94666 16.46862
C 17.03068 13.08657 16.19438
O 17.80268 13.72910 16.87220
C 16.56931 13.61044 14.81638
F 15.34122 14.10459 14.94825
F 17.39150 14.56340 14.38148
F 16.50773 12.67154 13.87228
H 16.86528 9.32217 16.90930
H 17.82297 9.47863 18.29010
H 18.28636 10.07047 16.63490
H 17.48731 12.06170 18.19881
H 15.88046 11.13520 18.26903
C 17.72772 21.26586 17.97588
C 16.89286 20.40775 18.94208
O 16.92287 19.04919 18.49292
C 18.06480 18.36151 18.48117
O 19.08563 18.58380 19.06711
C 17.88598 17.04005 17.70174
F 19.06581 16.51647 17.47351
F 17.26734 16.07851 18.53040
F 17.24829 17.22262 16.55882
H 17.49900 21.05293 16.92778
H 18.77110 20.97855 18.15845
H 17.66232 22.33278 18.26425
H 15.82722 20.56639 18.92420
H 17.25592 20.39263 19.97481
C 13.52818 22.94749 11.39489
C 14.93574 23.62225 11.49647
O 15.00772 24.71419 10.51559
C 16.14010 25.47447 10.43978
O 17.09873 25.49814 11.20077
C 16.18895 26.51030 9.23532
F 17.03881 26.04587 8.32761
F 14.99978 26.72745 8.72470
F 16.67826 27.65983 9.71426
H 13.39488 22.57331 10.39865
H 12.72270 23.63021 11.66826
H 13.61780 22.08676 12.07725
H 15.74945 22.92061 11.26291
H 15.10499 24.05815 12.51773
C 11.28973 19.35203 12.90258
C 10.37802 19.84833 14.03640
O 10.67734 21.29458 14.17712
C 10.84015 21.74381 15.43428
O 10.94795 21.06001 16.44588
C 10.92168 23.31808 15.40992
F 9.72318 23.86902 15.48374
F 11.59357 23.73543 16.46441
F 11.55850 23.75617 14.27761
H 12.32388 19.68605 13.12006
H 11.09615 19.72063 11.87346
H 11.28932 18.27329 12.85639
H 10.64617 19.42222 15.01298
H 9.32865 19.71999 13.75201
C 17.31844 24.56707 14.75334
C 18.18787 24.03336 13.62322
O 18.81086 22.84357 14.00508
C 18.14025 21.67333 13.72257
O 17.11108 21.50858 13.13680
C 19.05112 20.48279 14.15117
F 19.95487 20.84087 15.03074
F 18.33849 19.48428 14.70224
F 19.49656 20.01570 12.95291
H 17.88929 24.62960 15.69280
H 16.45942 23.90630 14.93348
H 16.90318 25.56788 14.56541
H 19.05965 24.74240 13.43918
H 17.72378 23.94646 12.62519
C 8.32937 18.96840 17.71522
C 7.74240 17.71580 17.14709
O 8.23054 16.49999 17.77896
C 9.31235 15.99598 17.30057
O 9.91826 16.45636 16.29771
C 9.77356 14.74594 18.03762
F 9.55718 13.74829 17.20821
F 11.04929 14.81420 18.28355
F 9.11961 14.52288 19.18220
H 9.39144 18.95653 17.62446
H 8.13887 19.07240 18.80221
H 7.93444 19.84129 17.19982
H 7.99848 17.65588 16.08529
H 6.65032 17.65132 17.18585
```

# 2
Molecular formula: C40H50IN2P3Pd
Method: DFT, ωB97M-V/def2-TZVPD

frontier orbital gap (alpha / beta)	5.84 / 5.85	eV
electronic energy	-3113.32309	hartree
total charge	0
HOMO energy (alpha / beta)	-6.71 / -6.72	eV

```
97
C40H50IN2P3Pd, DFT ωB97M-V/def2-TZVPD
Pd -0.60689 -0.07182 -0.39297
C -1.50717 3.72432 -1.84317
C -0.45360 3.88275 -2.89182
C -0.48267 4.94415 -3.78590
C 0.49228 5.09901 -4.75757
C 1.51248 4.16970 -4.86196
C 1.55957 3.10643 -3.97974
C 0.58761 2.95402 -2.99616
P 0.72718 1.64258 -1.72003
C 1.98688 0.56747 -2.49618
C 1.54112 0.00944 -3.70055
C 2.26871 -0.95824 -4.36235
C 3.46861 -1.38848 -3.81987
C 3.93717 -0.80748 -2.65609
C 3.22389 0.17525 -1.97911
C 3.82693 0.78684 -0.75170
C 1.45588 2.67684 -0.40035
C 2.12481 3.87528 -0.61480
C 2.45887 4.67505 0.46526
C 2.07374 4.31104 1.74897
C 1.40356 3.12394 1.96664
C 1.13518 2.26090 0.90184
C 0.61643 0.91509 1.12718
H -2.18080 4.57748 -1.83929
H -1.06041 3.62243 -0.85228
H -2.08906 2.82346 -2.04455
H -1.28478 5.66553 -3.72569
H 0.45719 5.94197 -5.43354
H 2.27069 4.26963 -5.62626
H 2.37715 2.40339 -4.04918
H 0.61442 0.36845 -4.13164
H 1.89654 -1.37819 -5.28628
H 4.03972 -2.16703 -4.30550
H 4.89229 -1.12189 -2.25888
H 4.77020 0.29954 -0.51126
H 3.16105 0.68912 0.10147
H 4.01395 1.85033 -0.89782
H 2.37390 4.18889 -1.62134
H 2.99701 5.59768 0.30688
H 2.30412 4.95408 2.58664
H 1.11941 2.83767 2.96956
H 0.12870 0.83400 2.10414
H 1.41954 0.16989 1.05070
C -3.87810 -2.51157 1.39720
P -2.78052 -1.24066 0.60414
C -1.43409 -1.32687 1.86100
N -1.71924 -0.76009 3.01591
C -0.79072 -0.76553 4.00100
C -1.01263 -0.07970 5.20703
C -0.06860 -0.13732 6.20469
C 1.12113 -0.85118 6.03302
C 1.37478 -1.51428 4.85651
C 0.42131 -1.48711 3.82826
N 0.68076 -2.09348 2.64604
C -0.18441 -1.98758 1.66396
P 0.49176 -2.52316 0.02911
C 2.28635 -2.54682 0.44819
C 0.17943 -4.40089 0.00078
C 0.88134 -5.13794 1.13553
C 0.68132 -4.89251 -1.35559
C -1.32490 -4.64211 0.10124
C -3.79610 0.31167 1.03024
C -2.85977 1.51396 0.90445
C -4.46037 0.31641 2.40822
C -4.88583 0.39998 -0.04715
H -3.94819 -2.27850 2.45810
H -3.46827 -3.51021 1.27264
H -4.86437 -2.48689 0.93653
H -1.92504 0.48349 5.33102
H -0.24472 0.37576 7.13913
H 1.84753 -0.87504 6.83310
H 2.29294 -2.05958 4.69458
H 2.41972 -2.92121 1.46143
H 2.70602 -1.54537 0.37214
H 2.80099 -3.17962 -0.27240
H 1.94494 -5.24816 0.94437
H 0.45386 -6.13514 1.23319
H 0.74417 -4.60907 2.07695
H 1.74107 -4.68782 -1.48863
H 0.14001 -4.40435 -2.16364
H 0.52906 -5.96745 -1.43509
H -1.63977 -4.58760 1.14173
H -1.58432 -5.62742 -0.28754
H -1.88176 -3.89454 -0.46469
H -2.14593 1.51367 1.73208
H -3.41566 2.45210 0.93113
H -2.31076 1.47114 -0.05795
H -3.73148 0.12039 3.18878
H -5.25842 -0.41926 2.47131
H -4.89236 1.30094 2.58360
H -4.45937 0.45235 -1.04912
H -5.49210 1.29354 0.10910
H -5.55323 -0.45985 -0.00373
I -2.35374 0.14955 -3.38001
C -1.09316 -1.11208 -2.21401
H -0.19536 -1.32457 -2.78908
H -1.65662 -2.02295 -2.01423
```

# 3
Molecular formula: C40H51AsF2GeN5NaSSi3
Method: DFT, ωB97M-V/def2-TZVPD

frontier orbital gap (alpha / beta)	6.22 / 5.41	eV
ΔE to the lowest compared entry with this formula, charge and spin	2.6291	eV
electronic energy	-7770.08114	hartree
total charge	-1
⟨S²⟩	0.753
multiplicity	2
HOMO energy (alpha / beta)	-4.32 / -4.23	eV

```
105
C40H51AsF2GeN5NaSSi3, DFT ωB97M-V/def2-TZVPD
Na 0.22685 -0.30715 0.25400
F -0.97285 -0.72599 5.98252
C -0.05874 -0.70628 4.97099
C -0.46816 -0.50208 3.66869
C 0.45758 -0.44952 2.61663
C 1.82357 -0.67809 2.94429
C 2.17641 -0.86800 4.27633
F 3.48207 -1.04156 4.65906
C 1.26629 -0.88012 5.31268
C 2.83258 -0.62401 1.83272
C 4.27142 -0.96999 2.02856
C 5.17608 -0.67195 1.10244
C 4.79364 0.13485 -0.09544
C 3.27288 0.05734 -0.41015
N 2.39600 -0.32024 0.67275
H -1.52939 -0.38557 3.47894
H 1.58131 -1.01601 6.33692
H 4.54547 -1.55638 2.89083
H 6.20238 -1.00944 1.20949
H 5.41785 -0.12329 -0.95057
H 2.98580 -0.48720 -1.30738
S 0.42326 0.07231 -2.47675
C 0.57950 1.62839 -3.25338
C 0.63219 1.73598 -4.65296
C 0.80329 2.96025 -5.27613
C 0.93280 4.12133 -4.52261
C 0.85846 4.03982 -3.13951
C 0.67607 2.81660 -2.49632
As 0.33658 2.64524 -0.57755
C 0.24638 4.59693 -0.20849
C -0.96561 5.19822 -0.55775
C -1.20739 6.54128 -0.31024
C -0.23369 7.31722 0.30732
C 0.98306 6.74079 0.64165
C 1.22351 5.39453 0.37936
C 2.11936 2.31428 0.16317
C 2.28949 2.62696 1.44836
C 3.59808 2.54100 2.11529
C 4.69829 2.19608 1.45319
C 4.66415 1.70239 0.04076
C 3.22855 1.62019 -0.58829
H 0.53295 0.83000 -5.23858
H 0.84027 3.01061 -6.35882
H 1.07747 5.08000 -5.00457
H 0.93877 4.94703 -2.55630
H -1.73164 4.59875 -1.04061
H -2.15696 6.98085 -0.59087
H -0.42166 8.36216 0.52348
H 1.75517 7.33873 1.11182
H 2.18666 4.97368 0.63074
H 1.46255 3.02402 2.02790
H 3.65731 2.83388 3.15754
H 5.66845 2.22373 1.94015
H 5.40572 2.23766 -0.55642
H 3.20990 1.87878 -1.64584
N 0.10613 -2.95522 -2.88807
C 0.19922 -4.24105 -2.49695
N 0.34033 -5.18342 -3.47055
N 0.18248 -4.63986 -1.25166
C 0.07533 -3.65407 -0.37680
N 0.00269 -2.70236 0.27808
H 0.27298 -2.68835 -3.84068
H 0.12229 -2.21332 -2.19682
H 0.02065 -4.96676 -4.39735
H 0.20870 -6.12980 -3.15732
C -3.54623 1.33872 3.63905
Si -3.84385 1.54524 1.79878
C -3.19692 3.24894 1.36078
C -5.71622 1.61562 1.61412
Ge -2.80836 -0.05771 0.33310
Si -3.71138 0.47400 -1.84116
C -3.09044 -0.71491 -3.15080
C -3.20994 2.19685 -2.39418
C -5.58804 0.37179 -1.96632
Si -3.75903 -2.19295 0.84743
C -3.42290 -3.40596 -0.56009
C -2.97697 -2.91301 2.39009
C -5.62025 -2.22696 1.11570
H -4.19796 2.03051 4.18301
H -2.51117 1.56662 3.90096
H -3.75871 0.32448 3.99151
H -3.63634 4.02837 1.99244
H -3.41421 3.49216 0.31551
H -2.11034 3.28076 1.47956
H -6.11760 2.35230 2.31678
H -6.18122 0.64828 1.82495
H -6.01365 1.90827 0.60518
H -1.99645 -0.69868 -3.17666
H -3.46567 -0.41934 -4.13722
H -3.41560 -1.74092 -2.95079
H -2.15969 2.37751 -2.14778
H -3.81337 2.97411 -1.91339
H -3.31869 2.29923 -3.47870
H -5.94655 -0.63323 -1.72261
H -5.88818 0.60202 -2.99355
H -6.09476 1.07024 -1.29786
H -2.44537 -3.20422 -1.00348
H -4.17233 -3.31897 -1.35335
H -3.42492 -4.43744 -0.19279
H -1.88728 -2.89880 2.29485
H -3.30318 -3.94658 2.54835
H -3.23402 -2.33082 3.28170
H -6.16384 -1.85148 0.24382
H -5.91060 -1.61317 1.97375
H -5.93952 -3.25605 1.30689
```

- The highest electronic energy belongs to which entry?
  C40H50IN2P3Pd